# 1
Entry from the OMol25 dataset: C19H32BN7O2STc as an isolated structure (wB97M-V/def2-TZVPD).

```
63
Properties=species:S:1:pos:R:3
Tc 0.7269 0.9620 -0.8755
C -0.4769 4.1727 -2.0605
C -1.2816 3.3685 -1.0997
C -2.5257 3.6850 -0.5779
C -2.8884 2.6380 0.2598
C -4.1331 2.4535 1.0539
N -1.8898 1.7432 0.2462
N -0.8931 2.1770 -0.5816
B -1.7711 0.3399 0.8274
N -0.4423 0.2914 1.6414
N 0.7551 0.5212 1.0043
C 1.7549 0.4399 1.9444
C 3.1820 0.7140 1.6378
C 1.1768 0.1414 3.1491
C -0.2067 0.0409 2.9262
C -1.2780 -0.2849 3.9027
N -1.6324 -0.6554 -0.3678
N -0.5887 -0.5046 -1.2508
C -0.6954 -1.4917 -2.1878
C 0.2710 -1.6274 -3.3132
C -1.7936 -2.2597 -1.8884
C -2.3595 -1.7123 -0.7279
C -3.5580 -2.1689 0.0240
H -1.0892 4.9855 -2.4428
H -0.1401 3.5768 -2.9089
H 0.4038 4.5976 -1.5814
H -3.1010 4.5706 -0.7866
H -4.7683 3.3287 0.9471
H -3.9097 2.3179 2.1120
H -4.6929 1.5825 0.7120
H -2.6916 0.0459 1.5157
H 3.6551 -0.1542 1.1752
H 3.7176 0.9121 2.5634
H 3.2882 1.5919 0.9996
H 1.6813 0.0194 4.0926
H -0.8458 -0.4356 4.8881
H -1.8068 -1.1933 3.6123
H -2.0082 0.5223 3.9613
H 0.5907 -0.6541 -3.6933
H -0.1924 -2.1511 -4.1464
H 1.1399 -2.2155 -3.0062
H -2.1639 -3.1088 -2.4378
H -3.9734 -3.0566 -0.4452
H -4.3245 -1.3937 0.0384
H -3.3053 -2.4076 1.0573
N 2.5822 -0.0128 -1.4914
C 3.5875 1.0230 -1.8523
C 2.9691 2.4117 -1.8873
O 3.4658 3.3610 -2.3816
O 1.7549 2.4945 -1.2197
H 2.9237 -0.6603 -0.7812
H 2.4065 -0.6107 -2.2953
H 4.0398 0.8219 -2.8210
H 4.3899 1.0396 -1.1157
C 0.6363 -3.2582 0.9516
S 2.2730 -2.7196 0.4273
C 3.1458 -4.2955 0.3556
H 0.1997 -3.9419 0.2251
H 0.0100 -2.3688 1.0290
H 0.6908 -3.7406 1.9261
H 3.1619 -4.7579 1.3400
H 4.1675 -4.0877 0.0455
H 2.6795 -4.9617 -0.3670
```

Summary:
Total charge ... +2
Energy above the lowest of the compared OMol25 structures with the same formula, charge and spin ... 20.68 kcal per mole
⟨S²⟩ ... 1.063
E_tot ... -48447.1506 eV
E_HOMO (spin up / spin down) ... -14.3 / -14.3 eV
Spin multiplicity ... 2
Frontier orbital gap (spin up / spin down) ... 0.2039 / 0.2147 Eh

Atomic partial charges in e from the natural (NBO) method, atoms 1 to 2: Tc 1.430; C -0.657

=====

# 2
Entry from the OMol25 dataset: C19H32BrCl2IO4RhS2Si as an isolated structure (wB97M-V/def2-TZVPD).

```
63
Properties=species:S:1:pos:R:3
Rh 0.4736 0.2077 -0.5785
Cl 3.4489 -0.0446 -1.1477
C 3.4467 -1.5388 -0.2476
C 4.6079 -1.8554 0.4293
C 4.6743 -3.0398 1.1443
C 3.5869 -3.8927 1.1587
C 2.4304 -3.5473 0.4782
Cl 1.1220 -4.6826 0.5120
C 2.3090 -2.3500 -0.2366
S 0.8225 -1.9621 -1.0889
H 5.4447 -1.1719 0.3965
H 5.5755 -3.2977 1.6851
H 3.6141 -4.8246 1.7057
I 0.4044 0.8838 -3.6908
C -0.8461 0.2013 -2.0629
H -1.2380 -0.7624 -2.3760
H -1.6422 0.9379 -1.9743
C 1.4836 6.9031 -1.7404
C 0.4758 5.7800 -1.4440
C 0.2678 4.9696 -2.7327
C -0.8840 6.4229 -1.1323
Si 1.0641 4.6844 0.0300
Br -0.2472 2.8254 -0.1150
C 2.8800 4.0929 -0.1041
C 3.1865 3.6366 -1.5372
C 3.8591 5.2225 0.2621
C 3.1699 2.8919 0.8088
C 0.6012 5.4082 1.7510
C 1.2269 4.5679 2.8751
C -0.9142 5.3990 2.0124
C 1.1131 6.8509 1.8921
H 1.0771 7.5464 -2.5291
H 2.4359 6.5131 -2.1011
H 1.6824 7.5337 -0.8727
H -0.1070 5.6458 -3.5098
H -0.4663 4.1739 -2.6032
H 1.1794 4.5138 -3.1078
H -1.2266 6.9663 -2.0198
H -0.8352 7.1376 -0.3118
H -1.6405 5.6724 -0.8939
H 3.2002 4.4656 -2.2458
H 2.4745 2.8899 -1.8915
H 4.1793 3.1747 -1.5515
H 3.7275 6.1210 -0.3439
H 4.8813 4.8638 0.1011
H 3.7802 5.5068 1.3121
H 2.5284 2.0311 0.6139
H 3.0787 3.1257 1.8675
H 4.2026 2.5713 0.6315
H 0.9480 3.5143 2.8078
H 0.8601 4.9460 3.8360
H 2.3135 4.6392 2.8928
H -1.3098 4.3841 2.0307
H -1.4838 5.9742 1.2851
H -1.0948 5.8408 2.9990
H 2.1862 6.9367 1.7054
H 0.9311 7.1925 2.9173
H 0.5981 7.5415 1.2245
O -0.0590 0.4624 3.2016
S 0.3075 -0.3589 2.0733
O 1.5432 0.1522 1.3755
O -0.7456 -0.1134 0.9124
O 0.4029 -1.7757 2.3291
```

Summary:
Total charge ... -1
Energy above the lowest of the compared OMol25 structures with the same formula, charge and spin ... 11.75 kcal per mole
E_tot ... -164161.6001 eV
E_HOMO ... -5.0 eV
Spin multiplicity ... 1
Frontier orbital gap ... 0.2649 Eh

Atomic partial charges in e from the natural (NBO) method, atoms 1 to 2: Rh 0.778; Cl 0.004

=====

# 3
Entry from the OMol25 dataset: a 2-piece molecular cluster, C19H32Cl3FI3N3O5PS overall in a non-equilibrium geometry (wB97M-V/def2-TZVPD).

```
68
Properties=species:S:1:pos:R:3
C -0.4664 0.9319 3.9039
C 0.9361 0.5487 3.4452
C 1.2426 0.1425 2.0050
N 0.7986 1.0563 0.8788
N 0.9444 2.3991 1.3539
C 1.9863 2.8780 1.7564
S 3.2626 3.4760 2.3853
C 1.5379 0.8172 -0.4617
N 2.9327 1.0887 -0.3309
C 1.4226 -0.6531 -0.9670
C 2.1708 -1.7988 -0.2509
C 1.2545 -2.9502 0.1389
O 2.0434 -4.0607 0.4397
C 1.3537 -5.0330 1.2012
C 0.7760 1.8037 -1.4455
C 1.3228 3.2538 -1.3247
P 1.2660 1.5559 -3.2378
O 2.6562 1.9957 -3.3875
O 0.1766 2.4413 -3.9992
O 1.0706 0.0774 -3.7866
C -0.7513 1.6821 -0.9856
I -1.7636 0.2585 -2.4175
C -1.7055 2.9199 -1.1200
I -1.2695 4.7926 -0.0927
C -3.2190 2.6471 -0.8600
C -3.9025 3.1351 0.4194
I -4.2941 3.5165 -2.5222
C -0.7291 0.9886 0.4322
F -1.3637 1.8421 1.2784
C -1.3997 -0.3438 0.7366
C -2.9220 -0.2585 0.8853
O -3.6718 -0.9124 0.2164
H -1.2350 0.2090 3.6391
H -0.7497 1.9202 3.5554
H -0.4498 0.9845 4.9919
H 1.6149 1.3492 3.7411
H 1.2734 -0.3188 4.0182
H 2.3224 0.0840 1.8994
H 0.8807 -0.8486 1.7756
H 3.2895 1.4647 0.5262
H 3.3537 1.4738 -1.1657
H 0.4014 -0.9409 -1.1751
H 1.9346 -0.5497 -1.9137
H 2.7473 -1.4674 0.6038
H 2.8955 -2.2284 -0.9401
H 0.5836 -3.1769 -0.7055
H 0.5996 -2.7032 0.9891
H 1.1423 -4.6626 2.2102
H 1.9913 -5.9086 1.2729
H 0.4149 -5.3133 0.7169
H 1.0150 3.7360 -0.4183
H 2.4036 3.2542 -1.3877
H 0.9588 3.8722 -2.1427
H 0.6237 2.9462 -4.6972
H 0.3997 0.0227 -4.4795
H -1.5686 3.2281 -2.1501
H -3.4484 1.5973 -0.9777
H -3.2818 2.9959 1.2987
H -4.2306 4.1670 0.3552
H -4.8044 2.5347 0.5564
H -1.0526 -0.6638 1.7191
H -1.1578 -1.1459 0.0515
H -3.2859 0.3905 1.6993
C -1.4822 -7.2808 -1.6549
Cl -2.3679 -8.7633 -1.3419
Cl -1.9443 -6.0166 -0.5019
Cl 0.2594 -7.5484 -1.6103
H -1.7420 -6.9308 -2.6447
```

Summary:
Total charge ... +1
E_tot ... -119632.3867 eV
E_HOMO ... -11.7 eV
Spin multiplicity ... 1
Frontier orbital gap ... 0.2837 Eh

Atomic partial charges in e from the natural (NBO) method, atoms 1 to 2: C -0.619; C -0.425

=====

# 4
Entry from the OMol25 dataset: C19H32ClI2O10P2S as an isolated structure (wB97M-V/def2-TZVPD).

```
67
Properties=species:S:1:pos:R:3
C -0.4490 -1.6093 4.2984
C -0.6112 -0.1432 3.9492
I 1.3107 0.8205 3.9268
C -1.2027 0.1555 2.5496
I -1.0333 -1.4216 1.1594
S -2.9647 0.6763 2.5587
P -3.0886 2.1334 4.1983
O -3.6453 1.5924 5.4371
P -4.0880 -1.1994 3.1682
O -5.2395 -0.3031 3.8417
Cl -4.8968 -1.5640 1.3502
H 0.3381 -2.0745 3.7109
H -0.1576 -1.6881 5.3449
H -1.3792 -2.1601 4.1515
H -1.1508 0.3724 4.7402
H -0.7060 1.0052 2.0858
H -1.7409 2.5244 4.1736
H -3.8071 3.1247 3.5277
H -6.0301 -0.8184 4.0699
O 0.1334 1.4714 -0.0862
C 1.2948 1.7285 -0.2876
O 2.2078 1.5832 0.6895
C 3.4957 2.0758 0.2511
C 3.4374 2.0145 -1.2723
C 1.9545 2.2679 -1.5336
H 3.6115 3.0962 0.6198
H 4.2657 1.4478 0.6909
H 4.0926 2.7331 -1.7559
H 3.7089 1.0152 -1.6150
H 1.7383 3.3357 -1.6034
H 1.5735 1.7668 -2.4180
O 3.2076 4.8064 -3.1937
C 2.8273 4.3708 -4.2426
O 2.7934 3.0373 -4.4799
C 2.3891 2.7750 -5.8392
C 1.6359 4.0287 -6.2754
C 2.3470 5.1172 -5.4709
H 3.2881 2.6007 -6.4326
H 1.7809 1.8744 -5.8453
H 1.6544 4.1796 -7.3516
H 0.5940 3.9610 -5.9609
H 3.2238 5.5128 -5.9868
H 1.7066 5.9446 -5.1796
O -3.0185 1.1417 -5.1177
C -3.0248 0.6337 -4.0394
O -3.5260 1.2692 -2.9440
C -3.3109 0.4833 -1.7656
C -3.1399 -0.9489 -2.2610
C -2.4916 -0.7292 -3.6251
H -2.4098 0.8498 -1.2640
H -4.1662 0.6187 -1.1053
H -2.5523 -1.5630 -1.5834
H -4.1151 -1.4218 -2.3880
H -1.4047 -0.6549 -3.5580
H -2.7520 -1.4772 -4.3682
O 1.3855 -4.5944 1.0684
C 1.4040 -5.0924 2.1544
O 0.9022 -4.4527 3.2442
C 1.1372 -5.2315 4.4350
C 1.3321 -6.6628 3.9451
C 1.9650 -6.4374 2.5728
H 2.0282 -4.8383 4.9282
H 0.2825 -5.1075 5.0956
H 1.9316 -7.2631 4.6247
H 0.3633 -7.1492 3.8286
H 3.0514 -6.3470 2.6238
H 1.7088 -7.1929 1.8359
```

Summary:
Total charge ... +1
E_tot ... -98829.2354 eV
E_HOMO ... -12.0 eV
Spin multiplicity ... 1
Frontier orbital gap ... 0.2816 Eh

Atomic partial charges in e from the natural (NBO) method, atoms 1 to 2: C -0.665; C -0.365